[1]
Formula: CH3N3OS
Source: the Open Molecules 2025 dataset
Level of theory: the ωB97M-V functional and the def2-TZVPD basis

Each line ends with the natural charge from an NBO analysis.
Positions of all 9 atoms, in Å:
C -0.4391 -0.2963 1.3177  -0.2062
N -0.6938 0.6022 -0.8170  -0.4253
N 2.3536 -0.6150 -0.8685  -0.7878
N -1.1005 0.1405 0.2835  -0.2277
O 1.2400 1.0186 -2.3999  -0.8749
S 1.1645 0.1563 -1.2512  1.6943
H 0.5847 -0.0983 1.2395  0.2122
H -1.0511 -0.8642 2.0264  0.2103
H -2.0583 -0.0438 0.4694  0.4051

Output
Net charge   0
Gap between HOMO and LUMO   8.3 eV
E_HOMO   -9.60 eV
Relative energy (zero: lowest compared OMol25 entry of this formula, charge and spin)   678.46 kJ/mol
LUMO   -1.3 eV
Strongest force on any atom   3.9 eV/Å

[2]
Formula: CH3N3S
Source: the Open Molecules 2025 dataset
Level of theory: the ωB97M-V functional and the def2-TZVPD basis

Each line ends with the natural charge from an NBO analysis.
Positions of all 8 atoms, in Å:
C -1.2575 -0.1205 0.1544  -0.0560
N 1.0778 -1.1974 0.0176  0.0051
N 1.9455 -0.5296 -0.0225  -0.1259
N -0.7727 1.0384 -0.0044  -0.6178
S 3.0799 0.4563 0.0395  0.1197
H -2.0150 -0.4796 -0.5338  0.1632
H -0.7400 -0.7049 1.0031  0.1856
H -1.3180 1.5373 -0.6539  0.3261

Output
SMILES string   N#[N+][S-].C=N
Net charge   0
Gap between HOMO and LUMO   10.4 eV
E_HOMO   -9.66 eV
Relative energy (zero: lowest compared OMol25 entry of this formula, charge and spin)   46.59 kJ/mol
LUMO   0.8 eV
Strongest force on any atom   3.8 eV/Å

[3]
Formula: CH3N4S
Source: the Open Molecules 2025 dataset
Level of theory: the ωB97M-V functional and the def2-TZVPD basis

Each line ends with the natural charge from an NBO analysis.
Positions of all 9 atoms, in Å:
C 0.6563 -1.0029 -0.4789  0.1027
N -0.4965 0.4208 0.4888  -0.0933
N -0.5032 -1.5478 -0.3902  -0.3244
N 0.7737 0.0698 0.2054  -0.3668
N -1.2797 -0.5113 0.0586  -0.1101
S -2.9075 -0.4791 0.3638  -0.3405
H 1.0444 1.9371 0.3204  0.0681
H 1.3855 -1.5909 -0.9404  0.1727
H 1.3270 2.7043 0.3724  -0.1085

Output
Net charge   -1
Gap between HOMO and LUMO   7.5 eV
E_HOMO   -3.38 eV
Relative energy (zero: lowest compared OMol25 entry of this formula, charge and spin)   167.78 kJ/mol
LUMO   4.2 eV
Strongest force on any atom   4.7 eV/Å

[4]
Formula: CH3N4Si
Source: the Open Molecules 2025 dataset
Level of theory: the ωB97M-V functional and the def2-TZVPD basis

Each line ends with the natural charge from an NBO analysis.
Positions of all 9 atoms, in Å:
C -0.4015 -2.1062 0.0918  -0.0718
N -3.8880 -0.7302 0.2884  -0.2871
N -0.3038 -3.2638 0.0812  -0.4970
N -1.7603 -0.0484 -0.3208  -0.6151
N -2.8371 -0.4084 -0.0467  0.2713
Si 0.0119 -0.2010 -0.0289  0.8585
H 0.9052 -0.4616 1.1206  -0.2197
H -0.0141 1.2990 0.2003  -0.2637
H 1.0750 -0.3543 -1.0664  -0.1753

Output
Net charge   -1
Gap between HOMO and LUMO   9.4 eV
E_HOMO   -5.14 eV
Relative energy (zero: lowest compared OMol25 entry of this formula, charge and spin)   106.38 kJ/mol
LUMO   4.3 eV
Strongest force on any atom   2.7 eV/Å

[5]
Formula: CH3N4Si
Source: the Open Molecules 2025 dataset
Level of theory: the ωB97M-V functional and the def2-TZVPD basis

Each line ends with the natural charge from an NBO analysis.
Positions of all 9 atoms, in Å:
C -0.3484 0.0163 0.1216  -0.1569
N -2.3822 -0.4183 0.4634  -0.1943
N -1.1274 -0.7408 0.8886  -0.3910
N -1.1112 0.7719 -0.7431  -0.4002
N -2.3457 0.3927 -0.5330  -0.1584
Si 1.5581 0.0358 0.0192  0.8416
H 1.8122 -1.1451 -0.6508  -0.1984
H 2.1029 0.0117 1.3660  -0.1774
H 1.8416 1.0757 -0.9319  -0.1650

Output
Net charge   -1
Gap between HOMO and LUMO   8.4 eV
E_HOMO   -4.67 eV
Relative energy (zero: lowest compared OMol25 entry of this formula, charge and spin)   51.75 kJ/mol
LUMO   3.7 eV
Strongest force on any atom   3.5 eV/Å

[6]
Formula: CH3N5
Source: the Open Molecules 2025 dataset
Level of theory: the ωB97M-V functional and the def2-TZVPD basis

Each line ends with the natural charge from an NBO analysis.
Positions of all 9 atoms, in Å:
C 0.4627 -0.2729 -0.4784  0.4257
H 1.1538 -1.4050 -1.6525  0.3358
H -0.8540 1.6697 1.2899  0.3856
H 0.0754 -0.7866 1.5231  0.3956
N 1.4251 -1.0775 -0.7398  -0.6392
N -0.6535 0.1582 -1.2559  -0.2850
N -1.2924 0.8973 -0.3929  0.0575
N -0.7092 0.7477 0.8000  -0.2522
N 0.3921 0.0690 0.9064  -0.4239

Output
SMILES string   [H]/N=c1\nn[nH][nH]1
Net charge   0
Gap between HOMO and LUMO   9.2 eV
E_HOMO   -9.17 eV
Relative energy (zero: lowest compared OMol25 entry of this formula, charge and spin)   264.07 kJ/mol
LUMO   0.0 eV
Strongest force on any atom   9.7 eV/Å

[7]
Formula: CH3N5O
Source: the Open Molecules 2025 dataset
Level of theory: the ωB97M-V functional and the def2-TZVPD basis

Each line ends with the natural charge from an NBO analysis.
Positions of all 10 atoms, in Å:
C -0.4115 0.5893 0.2699  0.1682
N -4.0110 0.4439 -0.9102  -0.0323
N -4.5939 -0.5596 -0.4389  -0.0758
N -3.0465 0.7547 -0.0329  -0.1750
N -3.9534 -1.0303 0.6963  -0.0649
N -3.0472 -0.1565 0.9028  -0.0105
O -0.6681 -0.2945 1.0496  -0.4284
H -0.0660 1.4969 0.7626  0.1200
H -2.3361 1.1945 -0.0333  0.3637
H -0.1187 0.5262 -0.8064  0.1348

Output
SMILES string   n1nn[nH]n1.C=O
Net charge   0
Gap between HOMO and LUMO   10.5 eV
E_HOMO   -10.84 eV
Relative energy (zero: lowest compared OMol25 entry of this formula, charge and spin)   353.00 kJ/mol
LUMO   -0.3 eV
Strongest force on any atom   16.1 eV/Å

[8]
Formula: CH3N5O
Source: the Open Molecules 2025 dataset
Level of theory: the ωB97M-V functional and the def2-TZVPD basis

Each line ends with the natural charge from an NBO analysis.
Positions of all 10 atoms, in Å:
C 0.3066 0.4396 -0.0893  0.4891
H 1.8086 -1.4388 0.6882  0.4757
H -1.6924 1.7325 -0.0761  0.4392
H 1.2916 1.9515 -0.1950  0.3517
N 0.0521 -0.9038 0.1222  -0.0201
N -1.1747 -1.2762 -0.0543  -0.0240
N -1.8572 -0.2896 -0.1216  -0.0443
N -1.0536 0.7789 0.0286  -0.4687
N 1.4641 0.9473 -0.1030  -0.7464
O 0.8550 -1.9415 -0.1998  -0.4521

Output
Net charge   0
Gap between HOMO and LUMO   8.8 eV
E_HOMO   -9.03 eV
Relative energy (zero: lowest compared OMol25 entry of this formula, charge and spin)   448.69 kJ/mol
LUMO   -0.2 eV
Strongest force on any atom   8.0 eV/Å

[9]
Formula: CH3NO
Source: the Open Molecules 2025 dataset
Level of theory: the ωB97M-V functional and the def2-TZVPD basis

Each line ends with the natural charge from an NBO analysis.
Positions of all 6 atoms, in Å:
N 0.6124 0.1713 0.2672  -0.9494
C -0.8164 -0.3206 -0.2876  0.5010
O -1.7448 0.3868 -0.4745  -0.5079
H 1.2079 -0.4659 0.7842  0.3806
H 0.7307 1.1451 0.5293  0.3738
H 0.0102 -0.9167 -0.8185  0.2019

Output
SMILES string   NC=O
Net charge   0
Gap between HOMO and LUMO   10.8 eV
E_HOMO   -10.00 eV
Relative energy (zero: lowest compared OMol25 entry of this formula, charge and spin)   247.40 kJ/mol
LUMO   0.8 eV
Strongest force on any atom   5.9 eV/Å

[10]
Formula: CH3NO
Source: the Open Molecules 2025 dataset
Level of theory: the ωB97M-V functional and the def2-TZVPD basis

Each line ends with the natural charge from an NBO analysis.
Positions of all 6 atoms, in Å:
C -0.5935 0.3381 -0.0001  -0.2313
N 0.5406 -0.2982 -0.0004  -0.0091
O 1.7287 0.1091 0.0003  -0.5051
H -0.6099 1.4112 -0.0016  0.2029
H -1.5039 -0.2276 0.0025  0.1945
H 0.4380 -1.3326 -0.0007  0.3481

Output
SMILES string   C=[NH+][O-]
Net charge   0
Gap between HOMO and LUMO   10.1 eV
E_HOMO   -9.15 eV
Relative energy (zero: lowest compared OMol25 entry of this formula, charge and spin)   267.52 kJ/mol
LUMO   1.0 eV
Strongest force on any atom   1.0 eV/Å

[11]
Formula: CH3NO
Source: the Open Molecules 2025 dataset
Level of theory: the ωB97M-V functional and the def2-TZVPD basis

Each line ends with the natural charge from an NBO analysis.
Positions of all 6 atoms, in Å:
N -0.2627 0.2293 -1.6143  -0.2934
C 0.1458 -0.6721 -0.9872  0.0556
H 0.7374 -1.4197 -0.4861  0.2306
O -0.0230 0.9750 0.9883  -0.9241
H 0.3319 0.1574 1.4052  0.4562
H -0.9294 0.7301 0.6941  0.4751

Output
SMILES string   C#N.O
Net charge   0
Gap between HOMO and LUMO   11.7 eV
E_HOMO   -10.97 eV
Relative energy (zero: lowest compared OMol25 entry of this formula, charge and spin)   151.02 kJ/mol
LUMO   0.7 eV
Strongest force on any atom   3.2 eV/Å

[12]
Formula: CH3NO
Source: the Open Molecules 2025 dataset
Level of theory: the ωB97M-V functional and the def2-TZVPD basis

Each line ends with the natural charge from an NBO analysis.
Positions of all 6 atoms, in Å:
C 1.0193 0.3638 -0.3894  0.8426
N 0.1848 1.0743 -0.2069  -0.7275
O 1.9884 -0.2172 -0.6339  -0.5373
H -0.9926 -1.5151 0.9062  0.0023
H -1.5613 -1.0770 0.9518  -0.0027
H -0.6387 1.3712 -0.6279  0.4226

Output
SMILES string   [H][H].N=C=O
Net charge   0
Gap between HOMO and LUMO   12.1 eV
E_HOMO   -11.22 eV
Relative energy (zero: lowest compared OMol25 entry of this formula, charge and spin)   158.47 kJ/mol
LUMO   0.9 eV
Strongest force on any atom   10.0 eV/Å

[13]
Formula: CH3NO2
Source: the Open Molecules 2025 dataset
Level of theory: the ωB97M-V functional and the def2-TZVPD basis

Each line ends with the natural charge from an NBO analysis.
Positions of all 7 atoms, in Å:
C -0.8976 -0.9049 -0.8478  -0.5390
N -1.1116 -2.3509 0.8744  0.4025
O -0.5144 -1.9399 1.8752  -0.5444
O -2.0262 -3.1068 0.9735  -0.5016
H -2.0086 -0.9419 -0.6748  0.0855
H 7.2462 9.3447 -2.1888  -1.0000
H -0.6877 -0.1002 -0.0115  0.0970

Output
Net charge   -2
Gap between HOMO and LUMO   4.1 eV
E_HOMO   1.66 eV
Relative energy (zero: lowest compared OMol25 entry of this formula, charge and spin)   381.12 kJ/mol
LUMO   5.8 eV
Strongest force on any atom   4.0 eV/Å

[14]
Formula: CH3NO2P
Source: the Open Molecules 2025 dataset
Level of theory: the ωB97M-V functional and the def2-TZVPD basis

Each line ends with the natural charge from an NBO analysis.
Positions of all 8 atoms, in Å:
C -0.7954 -0.1070 0.1147  -0.3171
N -1.4926 -1.4006 -0.1234  -0.7497
O 1.8927 -0.8910 0.2806  -1.1797
O 1.3586 1.5654 -0.1371  -1.0528
P 0.9635 -0.0451 -0.4703  1.3990
H -1.3600 0.7483 -0.0864  0.1364
H -2.4963 -1.4363 -0.2723  0.3027
H 1.9295 1.5663 0.6943  0.4611

Output
SMILES string   [H]/N=C/P([O-])O
Net charge   -1
Gap between HOMO and LUMO   6.8 eV
E_HOMO   -2.59 eV
Relative energy (zero: lowest compared OMol25 entry of this formula, charge and spin)   150.02 kJ/mol
LUMO   4.2 eV
Strongest force on any atom   8.2 eV/Å

[15]
Formula: CH3NO2S
Source: the Open Molecules 2025 dataset
Level of theory: the ωB97M-V functional and the def2-TZVPD basis

Each line ends with the natural charge from an NBO analysis.
Positions of all 8 atoms, in Å:
C -0.0882 -0.1916 0.0234  -0.2886
N -2.4102 0.1473 -0.1100  -0.4493
O -4.6748 0.7724 -0.0358  -0.8701
O -1.3935 -0.7863 0.0486  -0.3893
S -3.8103 -0.3784 0.0323  1.3777
H 0.6200 -0.7204 -0.7523  0.2120
H 0.2491 -0.0370 1.1468  0.2010
H -0.0469 0.8671 -0.4271  0.2066

Output
Net charge   0
Gap between HOMO and LUMO   9.3 eV
E_HOMO   -9.78 eV
Relative energy (zero: lowest compared OMol25 entry of this formula, charge and spin)   320.12 kJ/mol
LUMO   -0.4 eV
Strongest force on any atom   3.1 eV/Å

[16]
Formula: CH3NO2S
Source: the Open Molecules 2025 dataset
Level of theory: the ωB97M-V functional and the def2-TZVPD basis

Each line ends with the natural charge from an NBO analysis.
Positions of all 8 atoms, in Å:
C 0.3012 0.5534 -0.2203  -0.0066
N -0.5533 -0.1539 0.3460  -0.6684
O 3.5656 0.5907 -0.2434  -0.8662
O 2.0454 -1.4446 -0.2624  -0.9080
S 2.2903 0.0623 0.3629  1.3812
H 0.0994 1.3316 -0.9565  0.1699
H -1.5161 0.0062 0.4109  0.3796
H 1.0801 -1.7065 -0.5049  0.5186

Output
Net charge   0
Gap between HOMO and LUMO   9.2 eV
E_HOMO   -8.99 eV
Relative energy (zero: lowest compared OMol25 entry of this formula, charge and spin)   243.06 kJ/mol
LUMO   0.2 eV
Strongest force on any atom   3.5 eV/Å

[17]
Formula: CH3NO2S
Source: the Open Molecules 2025 dataset
Level of theory: the ωB97M-V functional and the def2-TZVPD basis

Each line ends with the natural charge from an NBO analysis.
Positions of all 8 atoms, in Å:
C 2.8028 -0.1118 0.7217  0.5189
N -1.8360 -0.4779 0.0025  -1.0234
O 3.1518 -0.9039 -0.0245  -0.5228
O 0.4573 0.8568 -0.1705  -0.8648
S -1.1730 1.0340 0.3401  0.6476
H 0.5346 1.7276 -0.6354  0.4788
H -1.9801 -0.8935 -0.9045  0.3821
H -1.9574 -1.2313 0.6705  0.3835

Output
Net charge   0
Gap between HOMO and LUMO   9.5 eV
E_HOMO   -8.75 eV
Relative energy (zero: lowest compared OMol25 entry of this formula, charge and spin)   92.06 kJ/mol
LUMO   0.7 eV
Strongest force on any atom   2.4 eV/Å

[18]
Formula: CH3NO2S
Source: the Open Molecules 2025 dataset
Level of theory: the ωB97M-V functional and the def2-TZVPD basis

Each line ends with the natural charge from an NBO analysis.
Positions of all 8 atoms, in Å:
C -1.1855 0.0483 0.0248  -0.5242
N 0.0119 -0.7050 0.2209  0.1251
O 0.0353 -1.7414 -0.3786  -0.2826
O 2.5925 1.6052 -0.0577  -0.7244
S 2.8178 0.1931 0.2161  0.7137
H -1.4017 0.4360 1.0335  0.2286
H -2.0176 -0.7484 -0.4082  0.2129
H -0.8527 0.9122 -0.6508  0.2508

Output
SMILES string   CN=O.O=S
Net charge   0
Gap between HOMO and LUMO (alpha / beta)   7.6 / 7.6 eV
E_HOMO (alpha / beta)   -8.74 / -8.72 eV
Relative energy (zero: lowest compared OMol25 entry of this formula, charge and spin)   432.53 kJ/mol
LUMO (alpha / beta)   -1.1 / -1.1 eV
Strongest force on any atom   3.3 eV/Å

[19]
Formula: CH3NO2S
Source: the Open Molecules 2025 dataset
Level of theory: the ωB97M-V functional and the def2-TZVPD basis

Each line ends with the natural charge from an NBO analysis.
Positions of all 8 atoms, in Å:
C -0.2099 -0.3984 0.0423  -0.8566
N 3.8071 0.6721 -0.4054  0.2230
O 4.2671 0.8401 0.6309  -0.2061
O 2.4392 -0.7694 0.2884  -0.7936
S 1.2836 -1.3414 -0.4509  0.9052
H -0.5867 -0.8288 1.0337  0.2417
H -1.0168 -0.5813 -0.7630  0.2375
H 0.0006 0.7084 0.0175  0.2488

Output
Net charge   0
Gap between HOMO and LUMO (alpha / beta)   9.7 / 6.5 eV
E_HOMO (alpha / beta)   -8.87 / -7.70 eV
Relative energy (zero: lowest compared OMol25 entry of this formula, charge and spin)   351.03 kJ/mol
LUMO (alpha / beta)   0.9 / -1.2 eV
Strongest force on any atom   1.8 eV/Å

[20]
Formula: CH3NO2S
Source: the Open Molecules 2025 dataset
Level of theory: the ωB97M-V functional and the def2-TZVPD basis

Each line ends with the natural charge from an NBO analysis.
Positions of all 8 atoms, in Å:
C 0.1999 -0.2034 -1.1434  0.1943
N 0.1867 -0.1187 1.3238  -1.0310
O 0.8402 -1.1170 -1.5412  -0.4984
O -0.7772 1.7744 -0.0372  -0.9347
S 0.5232 1.0768 0.1234  1.3366
H -1.0238 -0.2520 -1.4897  0.1372
H -0.7851 -0.3024 1.2900  0.3963
H 0.8361 -0.8578 1.4743  0.3996

Output
Net charge   0
Gap between HOMO and LUMO   9.8 eV
E_HOMO   -9.62 eV
Relative energy (zero: lowest compared OMol25 entry of this formula, charge and spin)   176.78 kJ/mol
LUMO   0.2 eV
Strongest force on any atom   4.4 eV/Å